Entry from the Open Molecules 2025 dataset: a 14-piece molecular cluster, C16H59Cl2FNO17P2 overall (ωB97M-V/def2-TZVPD).

Geometry as XYZ:
```
98
Properties=species:S:1:pos:R:3:forces:R:3:mulliken_charge:R:1
C 1.1810 -0.7986 -2.4896 -0.5 1.2 1.0 -1.262
C 1.6372 -0.8127 -1.1303 1.4 -0.1 -3.2 0.082
P 0.6827 -0.7572 0.5398 -0.1 4.6 -0.5 3.258
C -0.2013 -0.5701 2.2273 0.6 -0.1 2.6 -1.132
C -1.0490 0.6732 2.6807 -1.0 1.1 2.4 0.458
C -0.2668 1.7213 3.6637 -0.1 1.0 -1.6 -0.993
C 1.5438 0.9165 0.9515 -0.2 2.4 0.8 -0.098
C 2.5253 1.6019 -0.0608 2.3 1.4 1.8 -1.165
F 2.0041 2.2826 -1.2187 -0.3 -0.7 0.6 -0.199
C -0.8343 0.0344 -0.3076 -1.7 0.7 -1.7 -1.379
C -0.9555 1.5495 -0.6656 -2.9 0.2 -1.3 1.126
C -2.5083 1.6868 -1.2219 0.7 1.0 0.6 -1.302
C -3.5774 1.7377 -0.0511 -0.2 -0.1 -0.8 0.314
O -4.8675 1.3219 -0.6592 -0.7 -1.3 1.6 -0.388
C -5.7574 0.8717 0.3347 -1.5 2.1 0.8 0.711
C -5.9337 -0.6771 0.6503 0.1 0.8 -0.5 -0.295
O -6.4483 1.7281 0.9322 1.9 -2.7 -1.4 -0.632
C 2.1456 -1.8502 1.1855 1.6 -2.3 0.3 -0.976
Cl 3.8031 -0.9438 1.4797 -0.7 -0.3 -0.2 -0.215
C 2.1367 -2.9401 2.3381 3.2 -2.7 -0.3 0.115
C 2.0077 -4.4943 1.8008 0.1 -0.2 1.0 -1.241
Cl 1.2939 -2.8550 3.9511 -0.1 0.3 -0.6 -0.220
P -0.3154 -2.6955 -0.0740 -2.5 -3.3 -1.3 1.681
N -0.9409 -3.5831 1.0738 0.7 0.3 -0.3 -1.081
O -1.7690 -2.5820 -1.0349 1.5 0.4 -0.2 -0.652
O 0.6504 -3.6530 -1.1473 -1.8 1.2 0.5 -0.588
H 1.0864 -1.6979 -3.1687 1.9 1.4 0.3 0.062
H 0.9304 0.2310 -2.9422 -1.6 -1.7 0.9 -0.004
H 2.7927 -0.9086 -1.1500 -1.7 -2.0 0.6 0.095
H 0.6921 -0.4846 2.9529 -1.2 -0.5 -1.1 0.442
H -0.7973 -1.4131 2.6427 0.6 0.3 -0.7 0.087
H -1.9005 0.3268 3.3995 1.4 0.1 -1.6 0.220
H -1.5965 1.3177 1.9453 0.8 -0.8 0.2 -0.605
H 0.7815 1.3956 3.9333 -1.3 0.1 0.0 0.217
H -0.1457 2.6864 3.0506 0.0 -1.3 1.1 0.026
H -0.8836 2.0094 4.5712 0.8 -0.6 -0.9 0.329
H 2.0260 0.9346 2.0007 -0.1 -0.3 -1.8 0.650
H 0.8342 1.8000 1.1711 0.4 -1.6 -0.6 -0.804
H 2.9712 2.4766 0.5613 -0.6 -1.1 -0.9 0.330
H 3.4622 1.0635 -0.3976 -1.5 0.1 0.1 0.242
H -1.7875 -0.2953 0.2550 1.4 0.6 -0.5 -0.406
H -1.0637 -0.3314 -1.3780 0.9 -0.3 1.7 0.870
H -0.9483 2.3512 0.1265 0.8 -1.1 -0.7 -0.065
H -0.4026 1.8388 -1.6299 -0.1 -0.4 1.9 -0.498
H -2.5182 2.6963 -1.7427 -0.4 -1.3 0.3 0.442
H -2.7543 0.8809 -1.9805 0.2 0.9 1.1 0.487
H -3.7648 2.8077 0.3138 0.5 -1.5 -0.1 0.064
H -3.4002 0.9977 0.7952 0.3 1.2 -0.9 -0.015
H -6.1822 -1.2499 -0.3053 0.4 0.8 1.3 0.344
H -4.9585 -1.0805 1.0723 -1.2 0.4 -0.5 0.110
H -6.7831 -0.7476 1.4121 1.5 -0.1 -1.2 -0.118
H 2.4777 -2.4944 0.2713 -0.9 1.2 1.6 0.326
H 3.2473 -2.9998 2.7084 -2.2 0.6 -0.8 0.535
H 1.0127 -4.9401 2.1122 1.1 0.7 -0.9 0.413
H 2.2452 -4.5749 0.6995 -0.7 0.2 1.2 0.232
H 2.7969 -5.1532 2.3269 -1.0 1.3 -0.6 0.347
H -0.7389 -3.1568 1.9543 0.3 -0.1 0.8 0.227
H -2.5002 -2.3154 -0.4378 1.0 -0.5 -0.3 0.267
H 0.3583 -3.4892 -2.0688 0.3 0.0 0.7 0.328
O 0.0138 4.3221 1.4249 0.1 0.3 0.2 -0.558
H -0.3703 5.2069 1.4663 0.1 0.0 0.1 0.260
H 0.4136 4.2833 0.5465 -0.1 -0.2 0.0 0.218
O 4.8474 -4.1618 0.2219 0.1 0.1 -0.1 -0.633
H 4.4455 -3.2851 0.2761 0.1 0.0 0.1 0.370
H 5.2453 -4.1781 -0.6576 0.0 0.0 0.0 0.315
O 3.6275 -2.2660 -3.6357 0.2 -0.1 -0.3 -0.533
H 4.2649 -1.5413 -3.6735 0.0 -0.1 0.2 0.314
H 3.7572 -2.7387 -4.4680 0.0 0.0 0.1 0.258
O 0.1048 7.4734 0.6493 0.0 0.1 -0.1 -0.594
H 1.0693 7.4935 0.6459 -0.1 -0.1 0.0 0.314
H -0.1471 8.2219 0.0954 0.0 -0.1 0.0 0.302
O 3.1504 2.9752 -4.1713 -0.1 0.3 0.1 -0.647
H 2.5945 2.8800 -3.3847 0.1 -0.2 0.0 0.332
H 3.1187 3.9184 -4.3670 0.0 -0.1 -0.1 0.298
O 6.0161 -0.2283 -3.5772 0.1 0.2 -0.3 -0.607
H 6.9784 -0.1822 -3.5982 -0.1 -0.1 0.1 0.268
H 5.7331 0.5182 -4.1208 -0.1 0.0 0.1 0.306
O -6.4917 -0.8170 3.7120 -0.3 0.1 0.2 -0.623
H -7.0373 -0.9193 4.5011 0.1 0.0 0.0 0.279
H -6.5252 0.1314 3.5254 0.1 -0.1 -0.1 0.337
O 6.7259 -4.3483 -2.4847 0.2 -0.1 -0.1 -0.570
H 7.6889 -4.3429 -2.4417 -0.1 0.0 0.1 0.278
H 6.5330 -4.5676 -3.4033 -0.2 0.1 0.1 0.292
O -1.2370 4.5412 -1.0483 0.0 0.8 -0.3 -0.533
H -1.9173 4.1509 -0.4862 0.2 -0.1 0.0 0.147
H -1.1565 5.4482 -0.7224 -0.1 -0.1 0.1 0.319
O 4.1828 -4.0753 -6.1156 0.1 -0.2 -0.2 -0.577
H 4.5127 -4.9776 -6.0342 -0.1 0.1 0.1 0.287
H 3.9164 -4.0056 -7.0397 0.0 0.1 0.1 0.280
O -9.7559 -1.1504 1.8984 0.2 0.1 0.0 -0.648
H -9.0779 -1.4164 2.5315 0.0 0.0 -0.1 0.323
H -9.3034 -0.5229 1.3216 -0.1 0.0 0.1 0.341
O -2.9262 -1.5168 4.2185 -0.3 -0.2 0.2 -0.512
H -3.0171 -1.5612 5.1774 0.1 0.0 -0.1 0.228
H -3.7697 -1.8497 3.8875 0.1 0.1 0.0 0.254
O 0.9605 6.2068 -2.7418 0.1 0.0 0.2 -0.666
H 0.2750 5.7072 -2.2804 0.0 -0.2 -0.2 0.377
H 1.7812 5.7795 -2.4702 -0.1 0.0 0.0 0.298
```
Positions in Å, forces in eV/Å.

Summary:
- Net charge: -1
- E_tot: -100178.7236 eV
- Kohn-Sham gap: 5.122 eV